Entry 1:
Density functional theory data (the ωB97M-V functional and the def2-TZVPD basis) for a molecular structure, C35H23BiCl5N10.

net charge = +1
orbital gap = 7.43 eV
energy relative to the best compared isomer or geometry (same formula, charge and spin) = 7.06 kcal per mole
HOMO level = -10.89 eV

Element x y z (Å)
Bi 0.799 -1.465 0.115
C -1.709 1.874 1.909
C -2.961 1.851 1.295
C -3.198 0.911 0.326
C -2.208 -0.027 -0.030
N -1.003 0.002 0.588
C -0.782 0.941 1.530
N -2.549 -0.878 -1.034
C -2.029 -2.026 -1.294
N -1.001 -2.674 -0.646
C -0.741 -3.856 -1.330
N 0.177 -4.734 -1.164
C 1.059 -4.846 -0.119
C 1.713 -6.085 -0.031
C 2.498 -6.379 1.058
C 2.615 -5.424 2.062
C 2.007 -4.204 1.880
N 1.274 -3.880 0.801
C -1.711 -3.988 -2.431
C -1.887 -4.984 -3.371
C -2.887 -4.789 -4.319
C -3.678 -3.644 -4.309
C -3.504 -2.654 -3.348
C -2.505 -2.850 -2.415
H -1.464 2.599 2.672
H -3.723 2.565 1.576
H -4.139 0.847 -0.199
H 0.190 0.925 1.995
H 1.547 -6.789 -0.833
H 2.995 -7.336 1.142
H 3.182 -5.613 2.962
H 2.109 -3.450 2.642
H -1.273 -5.873 -3.358
H -3.050 -5.540 -5.081
H -4.443 -3.522 -5.064
H -4.124 -1.768 -3.327
Cl -0.959 -1.757 3.390
C 0.714 -1.356 3.472
C 1.442 -1.212 2.300
C 2.822 -1.061 2.402
Cl 3.795 -1.118 0.967
C 3.466 -0.964 3.635
Cl 5.164 -0.757 3.721
C 2.706 -1.057 4.803
Cl 3.476 -0.961 6.326
C 1.328 -1.272 4.723
Cl 0.411 -1.455 6.157
C 0.957 1.405 -2.526
C 1.524 1.850 -1.222
N 1.699 1.094 -0.158
C 2.284 1.894 0.801
C 2.454 3.145 0.309
N 1.972 3.109 -0.981
C 1.886 4.268 -1.850
N 1.112 5.302 -1.237
N 1.691 6.482 -0.891
N 0.820 7.236 -0.361
C -0.392 6.578 -0.332
C -1.644 6.971 0.141
C -2.674 6.064 0.024
C -2.478 4.793 -0.542
C -1.247 4.384 -1.011
C -0.211 5.309 -0.901
H 0.668 0.359 -2.462
H 1.696 1.505 -3.322
H 0.076 1.985 -2.808
H 2.543 1.516 1.776
H 2.863 4.041 0.744
H 1.439 3.965 -2.795
H 2.877 4.680 -2.031
H -1.788 7.951 0.575
H -3.663 6.331 0.372
H -3.319 4.115 -0.618
H -1.104 3.400 -1.441

Entry 2:
Density functional theory data (the ωB97M-V functional and the def2-TZVPD basis) for a single C20H33NO2S molecule.

net charge = 0
orbital gap = 9.44 eV
energy relative to the best compared isomer or geometry (same formula, charge and spin) = 0.00 kcal per mole
HOMO level = -8.90 eV

Element x y z (Å)
C -2.571 -3.839 0.415
C -1.583 -2.852 -0.174
O -0.442 -3.183 -0.438
N -2.010 -1.584 -0.398
C -3.362 -1.101 -0.148
C -3.319 0.236 0.531
C -3.024 0.477 1.839
C -3.033 1.850 2.170
C -3.338 2.637 1.108
S -3.618 1.719 -0.317
H -3.419 3.705 1.066
H -2.823 2.230 3.153
H -2.802 -0.303 2.546
H -3.840 -1.796 0.549
C -4.178 -1.067 -1.442
H -5.198 -0.755 -1.232
H -4.198 -2.056 -1.895
H -3.743 -0.372 -2.156
C -1.051 -0.669 -1.003
H -1.604 0.156 -1.452
H -0.524 -1.218 -1.787
C -0.042 -0.166 0.035
H 0.241 -1.026 0.638
H -0.532 0.545 0.701
C 1.244 0.455 -0.550
C 1.984 -0.614 -1.382
H 1.748 -0.514 -2.442
H 1.667 -1.608 -1.064
C 3.497 -0.531 -1.194
O 3.896 -0.809 0.124
C 3.141 -0.171 1.157
C 4.153 0.545 2.069
H 3.649 0.988 2.924
H 4.674 1.325 1.519
H 4.891 -0.171 2.421
C 2.451 -1.275 1.973
H 3.208 -1.852 2.499
H 1.916 -1.959 1.322
H 1.765 -0.848 2.701
C 2.161 0.887 0.615
H 2.767 1.731 0.285
H 1.553 1.233 1.452
H 3.876 0.454 -1.504
H 3.994 -1.292 -1.803
C 0.861 1.680 -1.433
C 0.191 2.803 -0.637
H -0.120 3.595 -1.316
H -0.692 2.458 -0.109
H 0.879 3.232 0.086
C 2.018 2.288 -2.229
H 2.788 2.694 -1.577
H 1.639 3.107 -2.837
H 2.473 1.563 -2.897
H 0.138 1.314 -2.169
H -3.459 -3.929 -0.205
H -2.861 -3.542 1.421
H -2.077 -4.805 0.468